1.
C6H11N | ωB97M-V/def2-TZVPD

ORCA input file:
```
! RIJCOSX wB97M-V def2-TZVPD def2/J DEFGRID3
* xyz 0 1
C -2.73 2.27 -0.99
C -1.99 1.18 -1.14
C -1.30 0.55 0.05
N -0.42 -0.54 -0.37
C 0.67 -0.80 0.47
C 1.83 -1.32 0.11
C 2.94 -1.60 1.09
H -2.68 2.89 -0.09
H -3.51 2.56 -1.68
H -2.20 0.55 -2.00
H -1.99 0.27 0.84
H -0.66 1.36 0.44
H -0.09 -0.38 -1.32
H 0.50 -0.44 1.48
H 1.93 -1.69 -0.91
H 2.95 -0.77 1.81
H 3.92 -1.53 0.63
H 2.83 -2.57 1.58
*
```

Calculated values
Total energy, a.u.: -289.90252
HOMO level, eV: -7.968
SMILES string: C=CCN/C=C/C

***

2.
C3H4O2S | ωB97M-V/def2-TZVPD

ORCA input file:
```
! RIJCOSX wB97M-V def2-TZVPD def2/J DEFGRID3
* xyz 0 1
O 2.06 -0.22 1.93
C 1.04 0.29 1.21
C 0.54 -0.48 -0.01
O 0.04 0.37 -0.97
C -1.26 0.38 -1.07
S -2.27 1.29 -2.09
H 0.18 1.19 1.49
H -0.12 -1.27 0.33
H 1.46 -1.08 -0.42
H -1.68 -0.47 -0.38
*
```

Calculated values
Total energy, a.u.: -665.26338
HOMO level, eV: -9.249
SMILES string: O=CCOC=S

***

3.
C37H30F5N2 | ωB97M-V/def2-TZVPD

ORCA input file:
```
! RIJCOSX wB97M-V def2-TZVPD def2/J DEFGRID3
* xyz 1 1
F -2.98 6.29 -2.41
C -2.84 4.98 -1.99
C -3.89 4.11 -2.30
C -3.73 2.78 -1.91
F -4.69 1.86 -2.27
C -2.62 2.33 -1.20
C -1.54 3.22 -0.96
C -0.25 2.68 -0.62
C 0.89 3.19 -1.23
C 2.09 2.53 -1.42
C 3.24 3.18 -1.96
C 4.43 2.45 -2.23
C 5.60 3.13 -2.49
F 6.76 2.42 -2.73
C 5.67 4.53 -2.57
C 4.47 5.21 -2.43
F 4.47 6.58 -2.60
C 3.26 4.59 -2.16
C -1.71 4.59 -1.29
H -4.76 4.41 -2.87
H -2.48 1.27 -0.96
H -0.19 1.74 -0.07
H 0.81 4.19 -1.64
H 2.17 1.47 -1.16
H 4.41 1.36 -2.19
H 6.60 5.05 -2.81
H 2.36 5.19 -2.05
H -0.92 5.32 -1.09
F 0.57 -2.12 -1.41
C -0.04 -2.36 -0.14
C -0.91 -3.63 -0.24
C -0.81 -4.49 -1.34
C -1.64 -5.61 -1.41
C -2.61 -5.84 -0.43
C -2.69 -4.99 0.68
C -1.80 -3.92 0.79
C 1.07 -2.57 0.88
C 1.28 -3.83 1.45
C 2.19 -3.97 2.51
C 2.96 -2.89 2.91
C 2.86 -1.68 2.22
C 1.94 -1.53 1.18
C -0.98 -1.14 0.08
C -2.15 -1.18 -0.93
C -3.42 -0.92 -0.14
C -3.03 -0.75 1.33
N -1.60 -1.06 1.40
C -0.84 -0.48 2.44
C -0.33 0.83 2.35
C 0.79 1.14 3.13
N 1.29 0.25 3.96
C 0.62 -0.86 4.29
C -0.48 -1.28 3.54
H -0.07 -4.28 -2.11
H -1.51 -6.31 -2.23
H -3.28 -6.70 -0.51
H -3.41 -5.17 1.47
H -1.79 -3.30 1.70
H 0.71 -4.70 1.10
H 2.28 -4.94 3.00
H 3.65 -2.98 3.75
H 3.47 -0.84 2.52
H 1.88 -0.59 0.62
H -0.38 -0.22 -0.09
H -1.95 -0.46 -1.74
H -2.20 -2.17 -1.40
H -3.95 -0.05 -0.51
H -4.11 -1.77 -0.23
H -3.25 0.27 1.69
H -3.56 -1.45 2.00
H -0.74 1.57 1.65
H 1.29 2.11 3.05
H 0.99 -1.48 5.11
H -0.95 -2.25 3.67
*
```

Calculated values
Total energy, a.u.: -2036.43738
HOMO level, eV: -10.944

***

4.
C15H27N2O6 | ωB97M-V/def2-TZVPD

ORCA input file:
```
! RIJCOSX wB97M-V def2-TZVPD def2/J DEFGRID3
* xyz 1 1
C -5.76 1.14 -2.44
C -5.34 -0.37 -2.85
C -4.22 -0.98 -1.87
C -2.91 -1.53 -2.66
C -1.58 -0.76 -2.20
C -1.02 0.25 -3.35
C -2.05 1.32 -3.81
C -1.42 2.26 -4.90
C 0.04 1.87 -5.19
N 0.80 0.81 -4.67
N 0.29 -0.01 -3.76
H -4.86 1.78 -2.13
H -6.28 1.60 -3.35
H -6.48 1.14 -1.56
H -4.93 -0.43 -3.92
H -6.26 -1.06 -2.80
H -4.71 -1.82 -1.26
H -3.93 -0.17 -1.10
H -2.80 -2.63 -2.30
H -3.06 -1.58 -3.79
H -1.74 -0.21 -1.20
H -0.80 -1.57 -1.96
H -3.11 1.45 -3.41
H -1.98 3.14 -5.35
H 0.58 2.54 -5.96
H 1.78 0.66 -4.97
C 0.79 0.86 -0.32
O 0.01 0.61 0.85
C 0.65 0.87 2.00
O 1.78 1.27 2.11
O -0.19 0.59 3.01
C 0.36 0.82 4.31
H 0.17 0.62 -1.19
H 1.07 1.91 -0.37
H 1.67 0.22 -0.34
H 0.63 1.87 4.44
H 1.23 0.17 4.48
H -0.40 0.56 5.05
C 6.34 -2.36 6.78
O 5.16 -1.83 6.16
C 5.34 -1.44 4.89
O 6.36 -1.50 4.26
O 4.16 -0.96 4.44
C 4.20 -0.51 3.09
H 6.08 -2.65 7.80
H 6.68 -3.25 6.25
H 7.13 -1.61 6.81
H 4.45 -1.32 2.41
H 4.90 0.32 2.98
H 3.20 -0.14 2.83
*
```

Calculated values
Total energy, a.u.: -1148.30038
HOMO level, eV: -12.146